[1]
A 11-piece molecular cluster, C59H150N12O20 overall at a distorted geometry. Source: the Open Molecules 2025 dataset; level of theory: ωB97M-V with the def2-TZVPD basis set.

Properties
ΔE to the lowest compared entry with this formula, charge and spin = 0.000 eV
E_tot = -122433.10682 eV
charge = 0
orbital gap = 8.95 eV
SMILES = COC[C@H](C)N.COCCNCCOC.COCCNCCOC.COCCNCCOC.COCCNCCOC.COCCNCCOC.COCCNCCOC.COCCNCCOC.COCCNCCOC.COCCNCCOC.NC(N)=O
highest occupied orbital energy = -8.34 eV

The geometry in XYZ format:
```
241
Properties=species:S:1:pos:R:3:forces:R:3:mulliken_charge:R:1
C 5.5516 -15.8573 29.6607 0.004 -0.378 1.960 0.615
O 4.8444 -14.9990 30.5671 -1.475 0.045 -0.247 1.002
C 3.4327 -14.9878 30.2150 -0.438 -0.893 0.071 0.016
C 2.5337 -14.1536 31.1921 -0.104 0.655 -0.227 0.204
C 2.4384 -14.6992 32.5855 0.709 -1.307 0.577 1.315
N 1.1180 -13.8816 30.8023 1.170 0.530 -0.708 0.703
H 4.9737 -16.7911 29.5414 0.266 0.395 -0.564 -0.386
H 6.4699 -16.1296 30.1959 -0.067 0.095 -0.237 -0.059
H 5.8343 -15.3326 28.7715 -0.254 0.046 -0.907 -0.611
H 3.3353 -14.6550 29.1579 -0.166 0.081 0.541 0.083
H 3.0502 -16.0555 30.2484 0.350 0.815 -0.131 -0.608
H 3.0011 -13.1675 31.2504 0.108 0.146 0.003 -0.191
H 3.4176 -14.8947 33.0054 0.451 -0.002 0.053 -0.601
H 1.9474 -15.6895 32.6046 -0.119 0.345 -0.100 -0.600
H 1.9446 -14.0498 33.3027 -0.224 0.203 -0.199 -0.370
H 1.0843 -13.4972 29.8617 0.009 0.059 -0.128 -0.475
H 0.5641 -14.7109 30.7411 -0.228 -0.932 0.227 -0.277
C 3.2537 -20.8346 26.4751 0.120 0.535 0.287 -0.864
O 3.5033 -19.5448 25.9175 -1.218 -0.785 0.053 -0.326
C 4.6012 -18.9544 26.5207 0.604 0.462 0.706 -0.094
C 4.8449 -17.5922 25.9236 0.518 -1.395 -2.938 -0.654
N 6.2767 -17.2749 26.0336 -1.035 1.543 0.466 -0.342
C 6.4836 -15.8967 25.5349 0.643 -0.711 0.264 -0.191
C 7.9727 -15.5933 25.4244 -0.692 -0.250 -0.630 -0.068
O 8.5250 -16.5197 24.4562 -0.826 1.256 0.831 -0.418
C 9.8992 -16.3846 24.5134 1.596 -0.601 0.278 -0.755
H 3.9649 -21.5481 26.0980 0.364 -0.465 -0.477 0.334
H 2.2383 -21.1792 26.2689 0.124 0.315 -0.099 0.260
H 3.4364 -20.8055 27.5507 -0.353 0.036 0.220 0.319
H 5.4796 -19.5971 26.3421 0.059 0.241 0.296 0.536
H 4.4556 -18.8021 27.6123 0.087 -0.528 -0.237 -0.284
H 4.1585 -16.8325 26.2393 0.008 0.623 0.872 0.313
H 4.5473 -17.7152 24.8133 0.423 0.245 1.148 0.411
H 6.7644 -17.8776 25.4084 0.430 -0.616 -0.415 0.323
H 6.0395 -15.2444 26.2653 -0.241 0.525 0.226 -0.291
H 5.9624 -15.7682 24.5900 0.013 0.306 -0.341 0.504
H 8.4110 -15.7828 26.4217 0.144 0.162 -0.348 0.257
H 8.1850 -14.5395 25.0796 -0.279 -0.931 0.450 0.163
H 10.3215 -17.0101 23.6972 -0.027 0.737 0.430 0.300
H 10.2695 -16.7973 25.4803 -0.005 0.087 -0.403 0.301
H 10.2609 -15.3173 24.5143 -0.382 -0.808 -0.521 0.247
C 1.2472 -15.7495 36.3311 0.773 1.406 0.540 -0.744
O 2.4626 -16.1860 35.7273 -1.043 -0.373 -0.624 -0.187
C 3.6503 -15.6855 36.2686 0.212 0.014 0.756 -0.422
C 4.8031 -16.4505 35.6753 0.788 -0.678 -0.777 0.058
N 6.1158 -15.8444 35.9921 -0.707 0.063 0.122 0.461
C 6.7635 -16.2950 37.2384 -0.232 -0.404 -1.702 -0.765
C 8.2046 -15.8661 37.1924 -0.242 0.169 0.047 -0.702
O 8.9136 -16.6054 36.2270 -0.598 -0.173 -0.679 -0.314
C 10.2192 -16.1521 36.1068 0.966 0.964 0.314 -0.757
H 1.1617 -14.6247 36.2960 0.024 -0.986 -0.074 0.149
H 1.2241 -16.0462 37.3809 0.068 -0.025 0.215 0.375
H 0.3620 -16.1804 35.8728 0.304 -0.200 -0.505 0.247
H 3.6527 -15.7988 37.3494 -0.139 0.035 0.505 0.663
H 3.8236 -14.6263 36.0568 -0.254 0.123 -0.140 -0.020
H 4.6231 -16.3745 34.5951 0.385 -0.038 -0.020 -0.721
H 4.7878 -17.5565 35.8806 -0.195 0.848 0.194 0.419
H 6.7626 -16.0142 35.2320 -0.045 -0.188 -0.063 -0.198
H 6.7630 -17.3963 37.2549 -0.108 0.029 0.399 0.334
H 6.2466 -15.8980 38.1049 0.018 0.081 0.172 0.374
H 8.6331 -16.1320 38.1445 0.415 0.484 0.729 0.522
H 8.2875 -14.8003 36.9287 -0.039 -0.039 0.479 0.366
H 10.3701 -15.1646 35.6023 -0.652 -0.505 0.008 0.241
H 10.7762 -16.8923 35.5502 0.232 -0.187 0.010 0.276
H 10.6590 -15.9701 37.1053 0.084 -0.464 -0.194 0.337
C 9.4593 -13.0771 27.5489 -1.101 -0.658 0.586 -1.030
O 8.0698 -12.7617 27.5914 0.500 0.573 -1.696 0.203
C 7.4877 -12.8021 28.8496 -0.535 -0.811 1.057 -0.882
C 6.1107 -12.1222 28.8365 0.477 0.677 -1.285 2.168
N 6.2806 -10.6609 28.8844 -0.848 -0.541 1.582 0.139
C 5.3962 -10.0195 29.9016 3.069 1.266 -0.560 0.619
C 5.7774 -8.5273 29.9799 0.845 -0.632 -1.243 -1.343
O 5.4741 -7.9809 28.6722 0.477 -0.799 -0.107 -0.181
C 5.8244 -6.6612 28.3434 0.151 0.667 -0.473 -0.941
H 9.5975 -14.0475 28.0459 0.292 0.203 0.322 0.284
H 10.0282 -12.2796 28.0239 0.288 -0.072 -0.021 0.330
H 9.7490 -13.2671 26.5236 -0.007 0.481 -0.303 0.203
H 8.1578 -12.3241 29.5898 -0.394 -0.097 -0.056 0.288
H 7.3528 -13.8702 29.0998 0.133 0.194 0.371 0.135
H 5.4748 -12.4218 29.6625 0.263 -0.297 0.361 -0.512
H 5.5588 -12.4553 27.9167 0.439 0.200 0.515 -1.266
H 6.3265 -10.2098 27.9919 -0.470 0.169 -0.356 0.155
H 5.6899 -10.4364 30.8675 -0.360 -0.197 0.049 0.273
H 4.3668 -10.0663 29.7371 -1.855 -0.587 -0.417 -0.434
H 6.8790 -8.5498 30.1620 -0.643 0.570 -0.061 0.457
H 5.2335 -8.0109 30.7642 -0.080 0.240 0.166 0.519
H 5.1934 -6.0221 28.9552 0.425 0.673 0.225 0.349
H 5.5694 -6.4249 27.2934 -0.468 -0.686 0.337 0.229
H 6.9078 -6.3636 28.3061 -0.613 -0.635 0.987 0.319
C 9.9800 -8.5972 25.0059 1.012 -0.263 1.122 -0.877
O 8.9194 -9.5220 24.9410 0.985 0.037 -0.892 -0.330
C 7.6127 -9.0052 24.7406 0.562 -0.081 1.569 -0.479
C 6.8079 -10.1828 24.2838 -1.184 -0.472 -0.611 -0.895
N 6.5303 -11.0549 25.4108 0.665 0.584 0.914 0.710
C 6.0134 -12.3508 25.0483 -0.773 0.147 -0.413 0.160
C 4.4962 -12.3356 24.8208 0.194 1.343 0.210 -0.440
O 4.0571 -13.6364 24.8708 -1.018 -1.607 -0.464 -0.186
C 2.6247 -13.8241 24.9598 1.003 1.140 0.693 -0.070
H 10.9592 -9.0237 24.7364 -0.642 -0.465 -0.643 0.256
H 10.2108 -8.3642 26.0459 -0.500 0.509 0.367 0.314
H 9.8735 -7.6729 24.4516 -0.489 0.120 -0.292 0.327
H 7.5858 -8.1896 24.0339 0.157 0.315 -0.368 0.634
H 7.3026 -8.6355 25.7630 -0.387 -0.167 -1.088 0.017
H 7.3272 -10.7706 23.4915 0.133 0.601 0.191 0.397
H 5.8693 -9.8448 23.8157 0.106 0.016 0.244 0.415
H 7.4333 -11.1104 25.8968 -0.611 -0.602 0.073 0.021
H 6.1631 -13.1176 25.8097 0.436 0.327 -0.014 -1.071
H 6.4550 -12.6377 24.1022 0.406 -0.720 -0.338 0.680
H 4.2120 -11.8350 23.8803 0.099 -0.163 -0.085 0.483
H 4.0460 -11.7214 25.6078 -0.094 0.054 0.320 -0.079
H 2.3640 -13.6433 26.0099 -0.255 -0.330 -0.138 -0.300
H 2.3870 -14.8406 24.6681 0.024 -0.017 -0.100 0.047
H 2.0753 -13.0691 24.3745 0.194 -0.368 -0.229 0.391
C 1.3265 -17.8654 27.9664 0.555 0.196 -0.334 0.588
O 0.6321 -17.1750 26.9277 0.027 -0.830 -0.432 -0.005
C 0.7674 -17.7814 25.6025 0.598 0.819 0.798 -0.035
C -0.0638 -16.9582 24.6190 0.190 0.370 -0.345 -0.714
N -1.4800 -16.9677 25.0567 1.612 0.635 0.386 -0.224
C -2.3781 -16.2280 24.2148 -1.045 -0.632 -0.963 -0.583
C -3.6423 -15.9594 25.0048 -0.465 -0.144 -0.841 -0.795
O -3.3510 -14.8544 25.7916 0.743 1.589 1.026 -0.124
C -4.3832 -14.1789 26.4826 -0.859 -0.101 -0.206 -1.034
H 0.9274 -18.8520 28.1787 -0.197 -0.415 -0.314 0.342
H 1.2097 -17.3293 28.9034 -0.083 0.410 -0.097 -0.565
H 2.4129 -17.9634 27.7539 -0.558 0.075 -0.051 -0.369
H 0.3569 -18.8004 25.5295 0.103 0.096 0.581 0.238
H 1.8698 -17.8345 25.4105 -0.975 0.105 -0.365 -0.022
H 0.0708 -17.4709 23.6466 -0.368 0.284 0.260 0.480
H 0.2836 -15.8901 24.4713 -0.009 -0.991 0.290 0.168
H -1.4452 -16.4272 25.9196 -0.082 -0.371 0.273 0.030
H -2.6232 -16.8549 23.3542 -0.095 -0.101 -0.088 0.525
H -2.0720 -15.2683 23.7761 0.556 0.064 0.350 0.282
H -3.8464 -16.8248 25.6288 -0.323 -0.303 0.108 0.299
H -4.4882 -15.7977 24.2993 0.227 0.161 0.479 0.502
H -5.1635 -13.8865 25.7599 0.125 0.145 0.189 0.395
H -4.0511 -13.2756 27.0452 0.374 -0.699 -0.754 0.243
H -4.8777 -14.8123 27.2171 -0.019 -0.320 0.120 0.450
C -2.3207 -12.8835 30.6941 -0.121 0.425 -0.273 -0.598
O -3.7234 -12.7106 30.6534 -0.650 -0.005 0.094 -0.114
C -4.3936 -11.7897 31.5263 -1.128 -0.787 -0.975 -0.367
C -5.8954 -11.6092 31.0092 0.510 -1.434 0.156 -0.922
N -6.6423 -12.9005 30.8782 0.243 1.780 0.539 -0.228
C -6.4305 -13.6961 29.7057 0.420 -1.169 -1.589 0.015
C -7.7560 -14.2253 29.1189 0.073 -1.277 0.656 -0.633
O -7.5653 -15.1858 28.0516 0.295 1.105 0.782 -0.222
C -8.7962 -15.7650 27.7143 -0.773 0.432 -0.323 -0.761
H -2.0307 -13.8574 31.0401 -0.156 -0.766 0.381 0.257
H -1.7546 -12.1782 31.2837 -0.162 0.601 0.415 0.257
H -1.9454 -12.8036 29.6805 0.055 0.074 -0.334 0.111
H -3.8780 -10.8472 31.4651 0.210 0.616 0.412 0.404
H -4.4595 -12.1869 32.5556 0.296 0.228 -0.231 0.315
H -5.9361 -11.1251 30.0163 0.207 -0.113 0.527 0.309
H -6.4514 -10.9966 31.7407 0.395 -0.065 -0.305 0.354
H -6.7379 -13.3649 31.7868 0.218 -0.083 -0.922 0.248
H -5.7413 -14.5462 29.8454 -0.209 0.082 0.178 0.129
H -5.9492 -13.1538 28.8456 -0.326 0.129 1.155 0.011
H -8.3678 -13.3821 28.8223 -0.218 0.246 -0.446 0.310
H -8.3426 -14.7882 29.8638 0.213 0.410 0.344 0.335
H -9.5832 -14.9768 27.6204 0.369 -0.469 0.065 0.305
H -9.1754 -16.5260 28.4372 0.476 0.393 -0.314 0.280
H -8.6569 -16.1893 26.7240 -0.146 -0.354 0.026 0.243
C 6.6064 -18.4587 32.0764 0.108 1.102 -0.624 -0.050
O 5.3208 -18.9065 32.4736 0.860 -0.787 0.864 -0.513
C 4.2135 -18.4088 31.7939 -0.691 -0.207 -1.185 0.791
C 2.9194 -18.9103 32.4756 2.233 -0.003 0.946 -0.591
N 1.8025 -18.6581 31.6477 -0.984 0.806 -0.740 -0.075
C 0.5240 -18.5520 32.3729 1.049 1.188 0.932 -0.255
C -0.6252 -18.6001 31.4079 1.286 0.697 -1.597 -1.080
O -0.5555 -17.3969 30.6080 0.615 -0.625 1.212 0.202
C -1.5545 -17.2970 29.6443 0.064 0.268 -0.954 -0.809
H 6.9146 -18.8707 31.0953 -0.296 0.111 0.246 0.291
H 7.4471 -18.6647 32.7765 -1.163 -0.415 0.057 0.383
H 6.5781 -17.3547 32.0019 0.082 -0.279 -0.137 -0.407
H 4.1902 -18.6957 30.7078 0.237 -0.063 0.591 -0.003
H 4.1769 -17.3090 31.8090 0.222 0.079 0.096 -0.407
H 3.0038 -18.3670 33.4386 -0.836 -0.165 0.042 0.193
H 2.9780 -19.9763 32.6930 0.211 -0.102 0.056 0.506
H 1.9920 -17.7765 31.1712 -0.470 -0.111 -0.079 -0.400
H 0.6021 -17.6306 33.0595 -0.752 -1.031 -0.892 -0.134
H 0.4707 -19.4027 33.0331 -0.098 -0.434 0.293 0.606
H -1.6138 -18.7563 31.7866 -0.593 0.144 0.730 0.517
H -0.3903 -19.4367 30.7289 -0.212 -0.018 0.140 0.420
H -1.9967 -18.2744 29.4062 -0.053 0.209 0.040 0.442
H -1.0853 -16.9047 28.7162 -0.479 -0.171 0.439 0.104
H -2.3021 -16.5958 30.0118 -0.426 -0.038 -0.243 0.239
C 0.4944 -5.7364 28.7182 0.595 0.929 0.872 -0.839
O 1.3110 -6.8058 29.1174 -0.573 -0.528 -1.377 -0.307
C 1.3064 -7.8141 28.0962 0.660 0.300 0.066 -0.500
C 2.0155 -8.9534 28.7486 -0.077 -1.391 -0.075 -0.342
N 2.4195 -10.0094 27.8189 0.068 1.873 -0.663 0.445
C 2.2603 -11.3634 28.1052 -0.362 -2.058 0.744 0.561
C 0.9847 -11.9667 27.4764 -0.865 0.489 0.897 -1.315
O 0.8690 -13.3424 27.8175 0.447 0.137 -0.417 1.009
C -0.2684 -14.0114 27.3028 -0.187 0.322 -0.770 -1.206
H 0.7163 -4.9497 29.4433 -0.525 0.037 0.044 0.262
H -0.5754 -5.9521 28.6627 0.011 -0.234 0.188 0.302
H 0.8181 -5.3380 27.7740 0.117 0.114 -0.801 0.360
H 1.9315 -7.6002 27.2111 -0.263 0.836 0.125 0.325
H 0.2823 -8.0037 27.7240 0.311 -0.212 0.364 0.346
H 1.3292 -9.3588 29.4798 -0.171 -0.580 0.219 0.108
H 2.8290 -8.5401 29.3445 0.322 0.122 -0.205 0.163
H 3.1762 -9.8404 27.1572 -0.300 0.466 0.724 0.335
H 2.2648 -11.5709 29.2247 0.048 0.039 -1.134 0.056
H 3.0896 -11.9012 27.6350 0.142 -0.214 0.427 -1.022
H 0.9491 -11.7530 26.3968 0.215 -0.371 0.082 0.174
H 0.1097 -11.4480 27.9107 0.086 0.073 -0.143 0.436
H -0.3218 -14.0369 26.1899 0.313 0.274 0.455 0.216
H -1.1994 -13.5400 27.6377 0.037 -0.075 0.136 0.329
H -0.2018 -15.0454 27.6085 -0.049 -0.168 0.287 -0.053
C 2.5404 -11.9259 36.1797 1.147 -0.873 0.750 -0.205
O 3.6587 -11.1029 35.9212 -1.301 0.741 0.124 -0.467
C 4.8457 -11.7837 35.9182 2.472 0.266 0.380 -0.802
C 5.2091 -12.2140 34.5114 -0.440 -0.023 -0.532 0.292
N 6.4705 -12.8730 34.3792 -0.317 -1.134 1.512 -0.190
C 6.8969 -12.8287 33.0205 1.221 -0.043 -0.075 0.510
C 8.1903 -13.6084 32.9198 0.991 1.723 -0.557 -1.456
O 7.9499 -14.9478 32.6468 -0.855 -0.264 0.277 0.614
C 9.1056 -15.6792 32.5103 2.246 0.175 -1.331 -0.768
H 2.7627 -12.4301 37.1679 -0.682 0.219 -0.810 0.313
H 2.4278 -12.7009 35.3959 -0.187 0.329 0.322 -0.240
H 1.6763 -11.2903 36.2543 -0.397 0.092 -0.060 0.426
H 4.8779 -12.6350 36.6621 -0.085 0.641 -0.689 0.292
H 5.6533 -11.0398 36.2137 -0.816 -0.905 -0.031 0.330
H 5.2615 -11.3572 33.8353 -0.100 0.522 0.440 0.460
H 4.4199 -12.7949 34.0427 -0.667 -0.455 0.086 -0.512
H 6.4083 -13.8400 34.7600 0.084 0.842 -0.423 0.041
H 7.1075 -11.7610 32.8422 -0.077 -0.329 -0.477 0.402
H 6.1919 -13.2278 32.2892 -0.300 0.055 -0.218 -0.182
H 8.6991 -13.4603 33.8875 0.089 -0.318 -0.117 0.337
H 8.8727 -13.1340 32.1515 -0.580 -0.633 0.339 0.394
H 8.8650 -16.7318 32.4206 -0.032 -0.160 0.430 0.136
H 9.8860 -15.4594 33.2855 -0.847 -0.411 -0.176 0.185
H 9.6462 -15.4282 31.5365 -0.614 -0.059 0.786 0.226
N 0.6914 -11.5181 32.6868 -0.813 -1.209 2.453 0.078
C -0.0182 -11.5930 33.9005 -1.394 -0.920 -1.135 0.181
N -0.2847 -12.9246 34.4622 1.218 1.699 -1.247 -0.159
O -0.5363 -10.6134 34.4190 1.035 -0.672 -0.001 -0.688
H 0.7986 -10.5766 32.3896 0.119 0.409 -0.499 0.140
H 0.8138 -12.3400 32.0822 0.016 0.367 0.076 0.006
H -1.0992 -12.8708 35.0257 -0.613 0.300 0.643 0.326
H -0.4005 -13.6794 33.8061 0.345 -0.026 -0.425 0.121
```
Forces are in eV/Å.

---

[2]
One molecule with the formula C2H3N. Source: the Open Molecules 2025 dataset; level of theory: ωB97M-V with the def2-TZVPD basis set.

Properties
ΔE to the lowest compared entry with this formula, charge and spin = 0.009 eV
E_tot = -3612.34887 eV
charge = 0
orbital gap = 12.64 eV
SMILES = CC#N
highest occupied orbital energy = -11.84 eV

The geometry in XYZ format:
```
6
Properties=species:S:1:pos:R:3:forces:R:3:nbo_charge:R:1
C -18.5585 -0.7724 4.8175 -0.083 -0.535 -0.052 -0.719
C -17.3315 -1.1224 5.5247 -0.268 0.149 -0.117 0.283
N -16.3727 -1.4076 6.0808 0.274 -0.070 0.149 -0.325
H -18.4127 -0.9206 3.7483 0.039 0.249 -0.009 0.254
H -18.8658 0.2430 5.0433 0.033 0.084 -0.071 0.254
H -19.3476 -1.4653 5.1151 0.005 0.123 0.100 0.253
```
Forces are in eV/Å.